Below is a cluster of 3 separate species, CH7NO2 in total in a non-equilibrium geometry, with properties calculated with the ωB97M-V functional and the def2-TZVPD basis.

For the HOMO-LUMO gap, the calculation gives 4.978 eV. The calculation puts the LUMO energy at -4.176 eV. The energy above the lowest of the compared OMol25 structures with the same formula, charge and spin is 168.4 kcal per mole.

XYZ file:
```
11
CH7NO2 (the ωB97M-V functional and the def2-TZVPD basis)
N -0.036 -0.686 -0.963
C 0.477 0.235 0.041
O -2.151 0.720 -0.864
H 1.136 0.929 -0.508
H -0.965 -0.345 -1.249
H 1.186 -0.346 0.809
H -0.401 0.684 0.555
H -3.042 0.937 -1.149
H 0.608 -0.859 -1.732
H 1.669 -0.977 2.858
O 1.518 -0.292 2.202
```


Below is an isolated molecule of CH7NO2P2 in a non-equilibrium geometry, with properties calculated with the ωB97M-V functional and the def2-TZVPD basis.

For the HOMO-LUMO gap, the calculation gives 10.236 eV. The calculation puts the LUMO energy at 0.817 eV. The energy above the lowest of the compared OMol25 structures with the same formula, charge and spin is 9.9 kcal per mole.

XYZ file:
```
13
CH7NO2P2 (the ωB97M-V functional and the def2-TZVPD basis)
C -0.060 -0.267 1.973
P 0.314 -1.045 0.319
O 1.016 -2.306 0.586
P 1.724 0.265 -0.800
N -0.923 -1.064 -0.837
O -1.136 0.276 -1.365
H -1.128 -0.196 2.063
H 0.190 -1.057 2.677
H 0.332 0.761 2.287
H 2.023 -0.788 -1.491
H 2.502 -0.039 0.268
H -1.767 -1.633 -0.829
H -0.319 0.486 -1.881
```


Below is a cluster of 3 separate species, CH7NO3 in total in a non-equilibrium geometry, with properties calculated with the ωB97M-V functional and the def2-TZVPD basis.

For the HOMO-LUMO gap, the calculation gives 10.742 eV. The calculation puts the LUMO energy at 0.560 eV. The energy above the lowest of the compared OMol25 structures with the same formula, charge and spin is 12.3 kcal per mole.

XYZ file:
```
12
CH7NO3 (the ωB97M-V functional and the def2-TZVPD basis)
N 0.267 -1.451 -1.674
C -0.269 -1.250 -2.910
O -1.437 -1.440 -3.124
H -0.258 -2.006 -1.016
H 1.264 -1.537 -1.499
H 0.536 -1.047 -3.643
O 2.284 3.416 1.806
H 1.619 2.782 1.520
H 3.128 2.945 1.986
O -2.062 -0.146 2.707
H -2.819 -0.504 2.268
H -2.253 0.237 3.578
```


Below is a cluster of 3 separate species, CH7NO4 in total in a non-equilibrium geometry, with properties calculated with the ωB97M-V functional and the def2-TZVPD basis.

For the HOMO-LUMO gap, the calculation gives 10.047 eV. The calculation puts the LUMO energy at 0.088 eV. The energy above the lowest of the compared OMol25 structures with the same formula, charge and spin is 11.0 kcal per mole.

XYZ file:
```
13
CH7NO4 (the ωB97M-V functional and the def2-TZVPD basis)
N 0.754 0.920 1.724
C 1.716 0.418 0.890
O 2.821 0.141 1.260
O 1.261 0.197 -0.368
H 1.117 1.319 2.572
H -0.139 1.189 1.354
H 0.446 -0.331 -0.392
O -1.882 0.367 0.017
H -2.741 0.739 -0.189
H -1.742 -0.438 -0.515
O -0.487 -1.438 -1.729
H -1.061 -2.093 -2.150
H -0.062 -0.990 -2.472
```


Below is a cluster of 2 separate species, CH7NOP4 in total in a non-equilibrium geometry, with properties calculated with the ωB97M-V functional and the def2-TZVPD basis.

For the HOMO-LUMO gap, the calculation gives 7.347 eV. The calculation puts the LUMO energy at -0.625 eV. The energy above the lowest of the compared OMol25 structures with the same formula, charge and spin is 18.3 kcal per mole.

XYZ file:
```
14
CH7NOP4 (the ωB97M-V functional and the def2-TZVPD basis)
P 1.170 -1.199 -0.376
P 3.219 -1.008 0.086
P 3.713 0.930 -0.678
H 1.111 -2.452 0.515
H 3.731 1.712 0.478
H 5.118 0.605 -0.600
N -2.674 1.083 0.945
C -1.930 0.044 0.460
O -0.948 -0.376 0.993
P -2.640 -0.635 -1.087
H -2.643 1.313 1.937
H -3.614 1.221 0.583
H -2.053 0.362 -1.883
H -1.559 -1.601 -1.372
```


Below is a cluster of 2 separate species, CH7NOS2 in total in a non-equilibrium geometry, with properties calculated with the ωB97M-V functional and the def2-TZVPD basis.

For the HOMO-LUMO gap, the calculation gives 9.074 eV. The calculation puts the LUMO energy at 0.122 eV. The energy above the lowest of the compared OMol25 structures with the same formula, charge and spin is 14.3 kcal per mole.

XYZ file:
```
12
CH7NOS2 (the ωB97M-V functional and the def2-TZVPD basis)
N 0.596 1.430 -0.016
C 1.108 0.193 0.497
O 2.477 0.162 0.877
H 1.245 2.113 -0.367
H -0.300 1.461 -0.475
H 0.917 -0.601 -0.292
H 0.558 -0.064 1.404
H 3.013 -0.082 0.115
S -2.179 -1.565 -1.411
S -3.393 -0.450 -0.142
H -0.881 -1.338 -1.060
H -3.161 -1.259 0.869
```


Below is a cluster of 2 separate species, CH7NOS2 in total in a non-equilibrium geometry, with properties calculated with the ωB97M-V functional and the def2-TZVPD basis.

For the HOMO-LUMO gap, the calculation gives 6.807 eV. The calculation puts the LUMO energy at -1.667 eV. The energy above the lowest of the compared OMol25 structures with the same formula, charge and spin is 82.4 kcal per mole.

XYZ file:
```
12
CH7NOS2 (the ωB97M-V functional and the def2-TZVPD basis)
N 1.187 4.213 -0.483
C 0.158 5.059 0.222
O -0.364 6.217 -0.469
H 0.921 3.931 -1.456
H 1.397 3.379 0.165
H -0.767 4.541 0.565
H 0.843 5.561 1.095
H 0.411 6.829 -0.715
S 0.725 -3.862 0.049
S -1.298 -3.998 0.308
H 1.733 -2.970 -0.730
H -1.720 -5.103 1.158
```


Below is a cluster of 2 separate species, CH7NS in total in a non-equilibrium geometry, with properties calculated with the ωB97M-V functional and the def2-TZVPD basis.

For the HOMO-LUMO gap (spin up / spin down), the calculation gives 2.891 / 9.483 eV. The calculation puts the LUMO energy (spin up / spin down) at 4.027 / 4.150 eV. Its spin multiplicity is 2. Its charge is -1. The energy above the lowest of the compared OMol25 structures with the same formula, charge and spin is 1.1 kcal per mole.

XYZ file:
```
10
CH7NS (the ωB97M-V functional and the def2-TZVPD basis)
S -1.143 0.612 3.185
H -0.624 1.797 2.791
C 0.097 0.103 -0.951
N 0.241 -1.227 -1.552
H 0.765 0.243 -0.095
H -0.899 0.228 -0.510
H 0.254 0.988 -1.567
H -0.289 -0.008 2.308
H 1.051 -1.629 -1.101
H 0.546 -1.107 -2.509
```